# C42H60N10

10 unconnected molecules or ions with the total composition C42H60N10 (ωB97M-V with the def2-TZVPD basis set, OMol25).

```
112
Properties=species:S:1:pos:R:3:forces:R:3
N 5.47135 -2.22848 1.46232 -0.1 -0.2 -0.1
N -3.28411 4.04029 -4.38098 -0.1 0.3 0.2
N 5.32108 0.02686 -2.76497 0.1 0.3 0.2
N -3.79663 -3.27965 3.42989 0.2 -0.1 -0.2
N -5.15555 -5.33928 -1.19689 0.4 0.1 0.0
N 0.28507 1.04204 0.54793 0.8 -1.3 0.3
N 1.16723 2.58127 5.81161 -0.1 -0.2 0.1
N 1.90339 -3.20639 1.49096 -0.2 -1.5 -0.1
N -2.50012 5.73253 -0.15157 0.7 0.0 -0.3
N 1.28088 -4.64512 -4.11653 0.1 0.2 -0.1
C 1.02462 -3.65961 -3.20378 -0.5 -0.1 0.0
C 5.39140 1.46973 -4.44644 0.4 0.2 0.0
C 2.95950 3.48835 4.87900 -0.4 0.1 0.1
C -1.20963 -0.86856 -0.07879 0.1 0.0 -0.2
C 0.90931 1.80149 1.60799 1.0 0.4 -0.6
C 5.98788 -0.58967 -3.77781 0.0 -0.1 -0.2
C -2.56241 4.48150 -5.45228 0.2 -0.4 -0.4
C 0.99389 -4.20851 1.23485 -0.4 0.8 -0.4
C 2.91272 2.10859 4.55776 0.3 -0.2 -0.3
C -2.29567 7.07982 -0.06623 -0.4 -0.1 0.5
C 0.21835 3.10763 1.99137 -0.6 -0.3 -0.3
C -3.25198 7.56463 0.79681 -0.2 0.3 -0.4
C -1.24316 4.51260 -5.09601 0.1 0.8 0.3
C -3.69804 -3.82798 -0.50302 0.1 0.3 -0.2
C 4.05866 -1.12681 0.17553 -0.7 -0.3 -0.1
C 5.03901 -1.15285 2.18852 0.3 0.1 0.1
C -4.65100 -4.70980 -0.09472 -0.2 -0.4 0.2
C 1.50021 -2.50552 2.58584 0.4 0.8 -0.3
C -5.73565 -2.59734 2.62881 -0.2 -0.3 -0.1
C -5.12724 -3.58346 3.35978 0.0 0.3 0.5
C 6.05461 0.27884 -4.84040 0.1 -0.5 0.2
C 0.08357 1.72339 -0.70170 -0.6 -0.1 0.0
C 1.39010 2.10812 -1.38666 -0.2 0.2 0.2
C -4.50973 -4.86950 -2.32534 -1.1 -0.6 0.5
C -2.44383 3.89433 -3.31123 -0.3 0.0 0.3
C -1.17942 4.22240 -3.70055 0.1 -0.5 -0.2
C -0.08620 -5.53059 -2.62101 -0.3 -0.2 -0.1
C 0.59774 -5.78640 -3.78456 0.5 0.2 0.1
C -3.53949 5.33993 0.63736 0.1 0.0 -0.4
C -0.67334 0.03152 1.02064 -0.4 1.7 -0.1
C -4.72583 -1.70256 2.19050 0.0 -0.1 -0.2
C -3.62370 -3.91339 -1.92571 0.4 -0.1 -0.1
C -4.05749 6.47440 1.20122 0.0 -0.2 0.6
C 1.81054 1.55947 5.15530 -0.1 0.4 0.3
C 4.99717 1.30311 -3.14619 -0.5 -0.3 0.0
C 1.85292 3.74531 5.65072 0.2 0.2 0.0
C 4.83391 -2.25228 0.24878 0.7 0.2 0.0
C 0.25842 -2.94351 2.95777 0.2 -0.4 -0.1
C -3.53603 -2.15454 2.69400 0.1 0.0 0.5
C -0.05613 -4.03166 2.09120 -0.5 0.0 0.2
C 4.13532 -0.46090 1.43023 0.0 -0.1 -0.3
C 0.15335 -4.17836 -2.27963 0.3 0.5 0.1
H -5.52509 -4.40466 3.93121 -0.1 -0.1 -0.1
H 2.11461 -1.68478 2.91845 -0.1 0.0 0.2
H 1.35777 -2.64329 -3.32720 0.2 -0.1 0.0
H -0.20597 -0.53836 1.81796 0.2 -0.1 -0.1
H -0.52275 -0.88454 -0.92797 0.2 -0.2 0.1
H -0.24909 -3.59001 -1.47024 -0.1 -0.2 0.1
H 6.35618 -1.59616 -3.67187 0.0 0.0 0.0
H -4.85407 -5.28860 -3.25556 0.4 0.3 -0.3
H -2.80462 3.54822 -2.35668 -0.1 0.0 0.0
H -2.53741 -1.74987 2.68125 0.0 0.0 -0.3
H -1.31568 -1.89187 0.28042 -0.1 0.0 0.0
H 5.27681 2.36512 -5.03355 0.0 0.0 0.0
H 2.08681 1.27135 -1.35212 0.0 -0.1 0.1
H 1.50338 4.65386 6.11040 0.0 0.0 0.0
H 0.74863 -6.66198 -4.39175 -0.2 -0.2 0.1
H 1.21710 2.33664 -2.43909 0.0 0.2 0.0
H -3.10752 -3.82340 3.91811 0.0 0.0 0.0
H 5.13859 -0.36802 -1.85717 0.1 0.0 0.0
H -4.28609 3.98341 -4.33517 0.1 -0.1 0.0
H -4.99269 -4.96844 0.89240 -0.1 0.1 0.0
H -3.16912 -3.15509 0.14910 0.1 0.0 -0.1
H 5.44432 -0.95078 3.16562 -0.1 0.0 0.0
H -1.46739 7.53519 -0.57898 -0.1 0.1 -0.1
H -0.32331 4.16355 -3.04831 0.1 0.0 -0.2
H 1.91925 -4.54806 -4.88469 -0.1 -0.1 -0.1
H 2.79308 -3.20711 1.01838 0.1 0.6 0.3
H -2.93299 -3.41198 -2.58399 0.0 0.2 0.1
H 6.26180 -2.81459 1.66823 -0.2 0.0 0.3
H 6.58308 0.04396 -5.74943 -0.2 0.2 -0.2
H -0.72124 -6.21198 -2.07979 0.0 -0.1 -0.1
H 1.04918 -4.79782 0.33481 0.2 -0.2 0.1
H -0.34327 -2.53929 3.75477 0.0 0.0 0.0
H -3.79870 4.29667 0.68749 -0.2 0.0 0.1
H -4.84993 -0.89054 1.49362 0.0 0.2 0.2
H -0.44292 4.82095 -5.74818 0.1 0.0 0.1
H 3.60515 1.58196 3.91939 0.1 0.0 0.1
H -6.79534 -2.55804 2.43721 0.0 0.1 -0.1
H 5.02024 -3.06978 -0.42813 0.0 0.2 -0.2
H 4.43769 1.94976 -2.49202 0.0 0.0 0.0
H 1.47907 0.53978 5.24560 -0.1 0.0 -0.2
H -3.00442 4.69748 -6.40933 -0.2 -0.1 0.0
H 0.71156 3.56328 2.84795 -0.1 0.1 0.0
H 1.92783 2.05474 1.26747 -0.1 0.2 0.0
H -0.46994 1.07622 -1.38277 0.1 -0.1 0.1
H 0.35740 2.50079 6.40025 0.0 -0.2 -0.1
H -0.59280 2.59013 -0.56562 0.2 0.2 -0.2
H -5.85083 -6.06345 -1.16931 0.1 0.1 -0.1
H 3.51996 0.37329 1.71881 0.2 0.2 0.1
H 3.40640 -0.86818 -0.64453 -0.1 0.0 0.1
H -0.99201 -4.56983 2.05987 0.1 -0.1 0.0
H 0.20166 3.79941 1.14450 0.4 0.1 0.1
H -4.84920 6.51733 1.93088 -0.1 0.0 -0.1
H 1.14488 1.17105 2.46583 -0.6 -0.1 0.1
H -0.85023 2.95383 2.17868 0.1 -0.1 0.4
H 3.69410 4.21433 4.57569 0.0 0.0 -0.1
H 1.84222 2.96807 -0.88819 0.2 0.0 -0.2
H -2.16179 -0.52553 -0.48565 -0.1 -0.1 0.1
H -3.45855 8.59240 1.04713 0.3 0.0 0.0
H -1.48684 0.61182 1.50135 -0.3 -0.5 0.0
H -1.88680 5.13597 -0.67920 -0.2 -0.2 0.0
```
Positions in Å, forces in eV/Å.

## Properties
E_HOMO (eV): -7.60
SMILES string: c1cc[nH]c1.c1cc[nH]c1.c1cc[nH]c1.c1cc[nH]c1.c1cc[nH]c1.c1cc[nH]c1.c1cc[nH]c1.c1cc[nH]c1.c1cc[nH]c1.CCN(CC)CC
LUMO (eV): 0.511
E_tot (hartree): -2183.8401
HOMO-LUMO gap (eV): 8.11
Energy relative to the best compared isomer or geometry (same formula, charge and spin) (eV): 0.979

These are the Löwdin partial charges, in e, on atoms 1 to 5: N 0.017; N 0.012; N 0.014; N 0.015; N 0.000